[1]
Entry from the Open Molecules 2025 dataset: a molecular structure, C5H7NO3 (ωB97M-V/def2-TZVPD).

Structure (XYZ):
```
16
C5H7NO3 (ωB97M-V/def2-TZVPD)
O -0.336 1.357 0.547
O -0.694 -0.123 -1.882
O 0.776 -2.082 0.817
N -0.980 -1.325 1.635
C -0.019 -1.055 0.788
C 1.320 0.670 -0.627
C 0.628 0.302 0.680
C 0.310 0.817 -1.721
C 0.327 1.829 -0.621
H -1.501 0.316 -2.169
H 2.395 0.643 -0.786
H -1.591 -0.526 1.782
H 1.283 0.475 1.547
H -0.123 -2.562 1.672
H 0.447 2.905 -0.741
H 0.755 1.198 -2.647
```

Its charge is 0. As for the HOMO-LUMO gap: 0.3760 Ha. The energy above the lowest of the compared OMol25 structures with the same formula, charge and spin is 133.6 kcal per mole.

***

[2]
Entry from the Open Molecules 2025 dataset: 2 unconnected molecules or ions with the total composition CH7N2S (ωB97M-V/def2-TZVPD).

Structure (XYZ):
```
11
CH7N2S (ωB97M-V/def2-TZVPD)
S -2.375 -0.536 -2.146
N 0.872 0.377 -0.900
N 0.016 -0.214 1.312
C 1.160 -0.130 0.402
H 1.695 -1.071 0.527
H -0.008 0.100 -1.229
H 0.134 0.282 2.172
H -0.910 -0.524 1.084
H 0.912 1.379 -0.988
H -3.198 -0.360 -1.099
H 1.701 0.697 0.866
```

Its charge is -1. As for the HOMO-LUMO gap: 0.2479 Ha. The energy above the lowest of the compared OMol25 structures with the same formula, charge and spin is 18.5 kcal per mole.

***

[3]
Entry from the Open Molecules 2025 dataset: a molecular structure, C39H55BaCl8N3O3P2 (ωB97M-V/def2-TZVPD).

Structure (XYZ):
```
111
C39H55BaCl8N3O3P2 (ωB97M-V/def2-TZVPD)
Ba -4.226 -19.669 -5.013
Cl -10.000 -19.449 -6.063
Cl -11.475 -17.658 -3.840
Cl -0.642 -15.309 -3.154
Cl -7.151 -20.249 -5.827
Cl -6.864 -17.643 -0.856
Cl -2.111 -16.498 -0.798
Cl -3.117 -14.041 -2.104
Cl -9.945 -16.885 -1.159
P -3.639 -22.128 -2.325
P -1.604 -19.790 -6.907
O -4.056 -22.173 -3.832
O -5.967 -19.478 -3.075
O -2.810 -20.930 -1.897
N -2.226 -24.345 -3.292
N -3.538 -17.239 -3.943
N -5.251 -20.560 -0.773
C -2.245 -15.559 -2.334
C -1.164 -18.056 -7.573
C -1.644 -21.043 -8.219
C -9.383 -20.736 -9.504
C -7.849 -19.283 -4.480
C -8.919 -23.160 -9.868
C -5.035 -22.540 -7.764
C -5.002 -18.403 -10.490
C -9.151 -17.788 -2.427
C 0.017 -18.187 -8.549
C -0.662 -19.627 -4.175
C -4.449 -20.456 -11.822
C -6.428 -20.760 -9.419
C -2.779 -21.741 -8.782
C -0.146 -22.369 -9.678
C -0.884 -17.020 -6.444
C -0.338 -20.302 -5.548
C -2.408 -17.535 -8.336
C -9.210 -18.916 -4.633
C -5.030 -20.728 -9.365
C -3.044 -16.406 -3.245
C -7.171 -18.963 -3.263
C -7.805 -18.126 -2.259
C -2.513 -22.710 -9.772
C -0.382 -21.837 -5.344
C -1.227 -23.041 -10.222
C -4.452 -23.642 -6.913
C -0.355 -21.387 -8.716
C -6.432 -22.493 -7.819
C -7.152 -21.721 -8.726
C 1.110 -19.961 -5.906
C -4.289 -21.586 -8.536
C -5.444 -24.186 -5.858
C -9.851 -18.198 -3.609
C -8.641 -21.950 -8.950
C -5.228 -21.949 -1.381
C -4.038 -24.885 -7.739
C -4.384 -19.821 -10.425
C -2.948 -23.886 -1.991
H -5.707 -19.925 -1.501
H -1.466 -20.126 -3.631
H -1.397 -22.200 -5.207
H -6.985 -23.185 -7.221
H -5.147 -17.987 -9.513
H -4.901 -25.254 -8.306
H -9.996 -23.326 -9.930
H -0.244 -18.774 -9.423
H -8.477 -24.083 -9.511
H -3.316 -17.620 -7.744
H -4.291 -20.147 -0.669
H -6.115 -22.108 -2.002
H 1.766 -20.222 -5.066
H -1.736 -16.920 -5.779
H 0.085 -22.394 -6.156
H -3.371 -23.218 -10.203
H -1.216 -24.075 -3.293
H 0.203 -22.057 -4.452
H -5.329 -22.736 -0.603
H -6.926 -20.103 -10.126
H -4.938 -24.845 -5.157
H -3.182 -24.720 -8.392
H -2.274 -16.472 -8.605
H -3.545 -23.234 -6.419
H -3.972 -21.437 -11.844
H -3.758 -25.671 -7.034
H -0.682 -16.072 -6.930
H 1.450 -20.537 -6.769
H -0.007 -17.272 -5.855
H -5.927 -23.403 -5.276
H -3.745 -24.620 -1.764
H 0.866 -22.592 -10.001
H -5.745 -20.470 0.126
H -2.677 -23.964 -4.126
H 0.919 -18.605 -8.104
H -2.226 -23.905 -1.167
H -0.936 -18.564 -4.240
H 0.228 -19.715 -3.561
H -2.316 -25.386 -3.333
H -5.969 -18.437 -11.006
H 1.247 -18.914 -6.153
H -9.052 -22.224 -7.950
H -2.581 -18.082 -9.259
H -4.365 -17.747 -11.070
H -8.574 -22.987 -10.882
H -3.316 -19.701 -10.197
H -5.476 -20.585 -12.148
H -9.043 -20.525 -10.527
H -10.442 -20.963 -9.580
H -9.248 -19.857 -8.878
H 0.275 -17.184 -8.915
H 0.491 -20.813 -8.356
H -1.086 -23.763 -11.032
H -3.934 -19.841 -12.558
H -6.215 -24.780 -6.324
```

Its charge is +2. As for the HOMO-LUMO gap: 0.2611 Ha. The energy above the lowest of the compared OMol25 structures with the same formula, charge and spin is 0.0 kcal per mole.

***

[4]
Entry from the Open Molecules 2025 dataset: a molecular structure, C23H42LuN3OP2 (ωB97M-V/def2-TZVPD).

Structure (XYZ):
```
72
C23H42LuN3OP2 (ωB97M-V/def2-TZVPD)
Lu -0.958 -0.054 0.125
P -0.119 2.515 -0.660
P -0.107 -2.479 -0.971
O 2.481 0.047 -0.479
N -0.255 0.146 -3.018
N -0.243 -0.647 2.156
N 0.262 0.577 7.388
C 1.426 3.453 -0.179
C -1.699 3.882 1.283
C 1.327 0.081 -0.296
C -0.058 1.024 3.866
C -1.749 4.865 -1.044
C 1.385 4.972 -0.391
C -0.101 2.599 -2.517
C 0.141 0.343 6.248
C 0.009 0.022 4.845
C 0.585 -1.046 -3.322
C -1.593 3.588 -0.218
C -0.210 -1.627 3.103
C 1.917 -3.230 0.866
C 1.434 -3.455 -0.568
C -0.040 -2.347 -2.807
C 1.900 3.141 1.243
C -1.673 -4.807 -1.664
C -0.172 0.651 2.530
C -1.604 -3.582 -0.759
C 1.384 -4.956 -0.861
C -0.082 -1.315 4.445
C 0.541 1.389 -3.205
C -1.854 -3.946 0.711
H -0.930 0.171 -3.765
H -1.022 -5.615 -1.321
H 0.755 5.476 0.355
H 2.174 3.036 -0.877
H 0.748 -5.493 -0.143
H 0.451 3.507 -2.822
H -2.601 4.488 1.454
H 1.064 -5.194 -1.882
H 1.061 5.266 -1.397
H 1.558 1.202 -2.827
H -0.239 1.424 1.720
H 0.560 -3.193 -3.181
H -0.839 4.451 1.667
H 2.805 3.732 1.445
H -0.077 2.080 4.135
H -0.301 -2.662 2.756
H 1.212 -3.638 1.604
H -1.440 -4.583 -2.708
H -2.073 -3.062 1.331
H 2.406 5.362 -0.254
H -1.142 2.713 -2.864
H -1.058 -2.459 -3.209
H 2.167 2.087 1.371
H 0.636 1.605 -4.288
H -2.738 -4.600 0.762
H -2.412 -2.894 -1.070
H -1.814 2.968 1.881
H 2.869 -3.767 0.993
H -2.764 5.251 -0.881
H -1.008 -4.488 1.165
H 2.169 -2.993 -1.251
H -1.050 5.648 -0.729
H 2.403 -5.354 -0.741
H 2.098 -2.173 1.088
H -2.702 -5.186 -1.631
H -2.426 2.909 -0.484
H -2.523 0.193 0.982
H 1.155 3.413 2.003
H -0.091 -2.127 5.176
H -1.627 4.700 -2.119
H 0.734 -1.126 -4.420
H 1.575 -0.881 -2.872
```

Its charge is +2. As for the HOMO-LUMO gap: 0.2991 Ha. The energy above the lowest of the compared OMol25 structures with the same formula, charge and spin is 11.5 kcal per mole.

***

[5]
Entry from the Open Molecules 2025 dataset: C3H5NO in the gas phase (ωB97M-V/def2-TZVPD).

Structure (XYZ):
```
10
C3H5NO (ωB97M-V/def2-TZVPD)
O 2.613 -0.299 0.254
N 0.573 0.508 0.964
C 1.449 -0.018 0.092
C -0.722 0.665 0.328
C -0.800 -0.620 -0.346
H 0.967 -0.245 -0.948
H -1.467 0.745 1.129
H -0.977 -0.755 -1.411
H -0.815 -1.516 0.266
H -0.821 1.535 -0.329
```

Its charge is 0. As for the HOMO-LUMO gap (spin up / spin down): 0.2941 / 0.2656 Ha. The energy above the lowest of the compared OMol25 structures with the same formula, charge and spin is 95.0 kcal per mole.

***

[6]
Entry from the Open Molecules 2025 dataset: C8H10O4 in the gas phase (ωB97M-V/def2-TZVPD).

Structure (XYZ):
```
22
C8H10O4 (ωB97M-V/def2-TZVPD)
O -1.072 0.538 -1.047
O -0.378 0.262 1.752
O 1.615 0.013 2.929
O 0.664 2.002 -1.170
C -1.372 0.785 -2.418
C 2.311 0.818 2.129
C -1.069 -0.428 -3.283
C 3.545 1.200 1.986
C -0.043 1.269 -0.512
C 0.019 1.163 0.898
C -0.422 -1.016 3.777
C 0.284 -0.223 2.734
H -0.320 -2.088 3.600
H -2.437 1.034 -2.461
H -0.780 1.645 -2.751
H -1.349 -0.214 -4.310
H 3.819 1.855 1.179
H -1.479 -0.763 3.758
H 4.334 0.896 2.662
H -0.007 -0.792 4.757
H -1.629 -1.292 -2.935
H -0.008 -0.660 -3.250
```

As for the spin multiplicity: 3. Its expectation value of S² is 2.080. Its charge is 0. As for the HOMO-LUMO gap (spin up / spin down): 0.2447 / 0.2323 Ha. The energy above the lowest of the compared OMol25 structures with the same formula, charge and spin is 90.2 kcal per mole.

***

[7]
Entry from the Open Molecules 2025 dataset: C14H19N3O5 in the gas phase (ωB97M-V/def2-TZVPD).

Structure (XYZ):
```
41
C14H19N3O5 (ωB97M-V/def2-TZVPD)
O -0.867 -0.891 -0.946
O -4.026 -1.219 0.583
O -5.118 2.500 -2.368
O -2.094 -1.551 1.688
O 7.491 -0.572 0.211
N -6.108 0.299 -1.514
N 1.237 1.531 0.399
N -1.050 0.442 0.912
C 1.104 0.273 -0.419
C -2.994 1.285 -0.400
C 4.056 -0.562 1.540
C 5.406 -0.901 -0.963
C 4.032 -0.938 -0.906
C 5.428 -0.357 1.305
C -2.903 -0.892 0.978
C 1.843 -1.076 0.258
C -5.391 1.472 -1.387
C -4.606 1.462 -0.128
C -0.362 -0.138 -0.173
C 3.371 -0.959 0.361
C 6.099 -0.658 0.225
C -2.397 0.609 0.779
H -1.286 -1.010 1.692
H 1.626 -0.837 1.282
H -4.599 2.504 0.456
H -0.338 0.820 1.606
H 2.312 1.868 0.049
H 8.026 -0.309 1.076
H -2.750 1.163 1.727
H 5.889 -0.637 -2.007
H -6.129 -0.595 -0.800
H 5.900 0.359 1.998
H 1.287 -1.845 -0.202
H 3.699 -1.178 -2.054
H -4.971 0.543 0.381
H -2.681 0.643 -1.245
H -6.307 0.137 -2.520
H 1.256 0.188 -1.463
H 0.518 2.389 -0.045
H -2.721 2.267 -0.661
H 3.506 -0.230 2.385
```

Its charge is 0. As for the HOMO-LUMO gap: 0.3372 Ha. The energy above the lowest of the compared OMol25 structures with the same formula, charge and spin is 186.2 kcal per mole.

***

[8]
Entry from the Open Molecules 2025 dataset: a molecular structure, C23H13Cl5FIrN2O2 (ωB97M-V/def2-TZVPD).

Structure (XYZ):
```
47
C23H13Cl5FIrN2O2 (ωB97M-V/def2-TZVPD)
Ir 1.193 1.273 0.726
Cl 0.401 5.968 -2.619
Cl 2.352 3.888 -1.473
Cl -2.591 5.939 -1.802
Cl -1.706 1.626 1.285
Cl -3.639 3.795 0.201
F 2.050 2.543 1.858
O 2.829 0.796 -1.062
O 1.510 -0.319 2.179
N 0.529 -0.250 -0.291
N -0.362 -1.131 0.150
C -2.862 -3.349 3.555
C -3.777 -3.811 2.624
C -2.515 -2.767 0.862
C -3.597 -3.527 1.277
C 4.204 1.181 -1.272
C -0.478 -1.418 1.408
C 0.513 -0.995 2.473
C -0.184 4.742 -1.572
C 0.676 3.761 -1.082
C 1.978 -0.999 -4.122
C 0.219 2.741 -0.246
C -0.797 -2.135 4.136
C 0.270 -1.351 -2.479
C 0.292 -1.416 3.830
C 2.696 -0.192 -3.260
C -1.124 2.811 0.138
C -1.603 -2.282 1.794
C 0.764 -1.577 -3.739
C -2.004 3.779 -0.313
C 0.964 -0.508 -1.597
C 2.192 0.067 -1.992
C -1.528 4.744 -1.199
C -1.771 -2.592 3.150
H 4.300 1.799 -2.160
H -0.666 -1.781 -2.159
H 2.371 -1.188 -5.113
H -0.972 -2.406 5.171
H -2.987 -3.579 4.606
H 0.214 -2.197 -4.433
H 4.482 1.750 -0.392
H 1.008 -1.096 4.575
H -2.369 -2.546 -0.186
H -4.627 -4.398 2.946
H 4.813 0.282 -1.357
H -4.303 -3.902 0.548
H 3.641 0.227 -3.571
```

As for the spin multiplicity: 2. Its expectation value of S² is 1.223. Its charge is +1. As for the HOMO-LUMO gap (spin up / spin down): 0.2175 / 0.1991 Ha. The energy above the lowest of the compared OMol25 structures with the same formula, charge and spin is 4.9 kcal per mole.

***

[9]
Entry from the Open Molecules 2025 dataset: C4H11BS in the gas phase (ωB97M-V/def2-TZVPD).

Structure (XYZ):
```
17
C4H11BS (ωB97M-V/def2-TZVPD)
S -0.839 3.140 0.429
C -1.159 0.503 -0.210
C -0.345 -0.897 -0.161
C 0.663 -1.007 1.056
C -0.089 1.546 -0.157
B 0.286 -1.222 -1.543
H -0.861 3.881 -0.624
H 0.334 1.931 -1.152
H -1.120 -1.706 0.136
H -1.759 0.459 -1.168
H 1.293 -1.654 -1.653
H -1.954 0.618 0.617
H 1.500 -0.398 0.970
H 0.706 1.229 0.423
H -0.070 -0.725 1.979
H 0.991 -1.976 1.144
H -0.467 -1.114 -2.560
```

As for the spin multiplicity: 3. Its expectation value of S² is 2.004. Its charge is 0. As for the HOMO-LUMO gap (spin up / spin down): 0.2431 / 0.1681 Ha. The energy above the lowest of the compared OMol25 structures with the same formula, charge and spin is 45.2 kcal per mole.

***

[10]
Entry from the Open Molecules 2025 dataset: 2 unconnected molecules or ions with the total composition C2H6O3 (ωB97M-V/def2-TZVPD).

Structure (XYZ):
```
11
C2H6O3 (ωB97M-V/def2-TZVPD)
O -2.646 0.077 -0.049
O 2.513 -0.055 0.275
O -0.937 -1.151 0.698
C -0.409 0.629 -0.786
C -1.467 -0.127 -0.030
H 1.971 -0.475 0.955
H -1.679 -1.533 1.195
H -0.951 1.400 -1.316
H 3.307 0.188 0.766
H -0.038 -0.050 -1.540
H 0.336 1.097 -0.168
```

Its charge is 0. As for the HOMO-LUMO gap: 0.4109 Ha. The energy above the lowest of the compared OMol25 structures with the same formula, charge and spin is 7.9 kcal per mole.

***

[11]
Entry from the Open Molecules 2025 dataset: a molecular structure, CH3LuO3S (ωB97M-V/def2-TZVPD).

Structure (XYZ):
```
9
CH3LuO3S (ωB97M-V/def2-TZVPD)
Lu -0.421 -1.142 1.323
S -3.114 -1.567 0.997
O -0.197 -1.070 -0.790
O 1.064 -0.350 -0.203
O -2.372 -0.618 2.066
C 1.223 0.936 -0.748
H 1.486 0.867 -1.815
H 0.296 1.521 -0.640
H 2.036 1.422 -0.190
```

As for the spin multiplicity: 2. Its expectation value of S² is 0.755. Its charge is +1. As for the HOMO-LUMO gap (spin up / spin down): 0.2720 / 0.2580 Ha.

***

[12]
Entry from the Open Molecules 2025 dataset: a molecular structure, C44H50BiCl2FN3P2S2Si2 (ωB97M-V/def2-TZVPD).

Structure (XYZ):
```
107
C44H50BiCl2FN3P2S2Si2 (ωB97M-V/def2-TZVPD)
Bi -0.305 1.227 0.837
Cl -3.657 0.079 1.631
Cl -4.563 -2.669 1.529
S 0.930 0.787 -1.349
S 1.119 -1.434 1.865
P 0.294 -1.180 -1.820
P 0.307 -2.697 0.530
Si 1.264 1.980 3.956
Si -2.458 3.856 0.791
F -3.092 0.414 -1.140
N 1.253 2.256 2.247
N -1.618 2.696 -0.160
N 1.804 3.288 0.292
C 2.078 3.090 1.553
C -1.880 -4.658 0.740
C 2.169 -6.317 -0.410
C -1.598 3.387 -2.511
C 1.266 3.592 4.886
C 2.638 -4.130 1.088
C -0.743 -4.138 2.718
C -1.905 2.437 -1.522
C -1.589 -1.785 -3.638
C 2.936 -3.728 -3.520
C 1.876 -2.913 -3.240
C -0.651 -2.076 -0.844
C -1.550 5.538 0.906
C -0.503 -0.975 -3.413
C 3.257 -6.354 0.428
C 1.290 -5.219 -0.445
C 3.518 -5.207 1.130
C -3.102 -1.681 1.548
C 3.523 5.017 1.502
C 3.105 -1.577 -1.687
C -2.023 3.323 -3.832
C -2.247 -1.718 -4.865
C -2.459 -5.814 2.754
C 1.900 4.421 -1.774
C 2.391 4.281 -0.388
C -2.616 3.441 2.607
C -3.153 1.284 -3.291
C 1.934 -1.889 -2.318
C -0.756 0.003 -5.633
C -1.527 -5.060 3.381
C -0.043 -0.120 -4.455
C 2.978 3.974 2.218
C -0.214 0.913 4.294
C 3.272 5.187 0.134
C -4.218 3.974 0.110
C -0.929 -3.914 1.384
C 4.113 -3.398 -2.859
C -1.898 -0.790 -5.822
C -2.666 -5.627 1.346
C -2.819 2.264 -4.221
C 1.490 -4.099 0.352
C 4.234 -2.351 -1.965
C 2.726 0.964 4.496
C -2.656 1.381 -1.993
H 3.604 5.985 -0.511
H 2.053 3.545 -2.305
H 3.243 3.777 3.315
H -1.806 2.823 2.929
H -4.401 4.600 -0.783
H 2.890 -4.552 -4.212
H 2.430 5.213 -2.286
H -2.430 -0.765 -6.757
H 0.823 4.619 -1.801
H -1.707 4.109 -4.450
H -1.142 1.386 4.597
H -1.556 6.165 0.006
H 2.167 4.104 5.002
H -1.410 -5.141 4.444
H 0.016 0.296 5.235
H -2.545 -1.894 2.450
H -2.798 4.302 3.217
H 1.947 -7.150 -1.042
H 2.886 -3.261 1.732
H 3.666 1.309 4.135
H 4.985 -4.038 -3.074
H -3.084 -2.456 -5.054
H -4.805 4.298 0.934
H 0.877 -3.162 -3.601
H -3.532 2.826 2.720
H 0.021 -3.562 3.247
H 3.088 -0.869 -0.908
H 0.921 0.457 -4.353
H -3.066 -6.492 3.369
H 0.712 4.246 4.261
H -0.457 0.159 3.553
H -1.074 4.306 -2.154
H 2.821 1.050 5.580
H 3.834 -7.250 0.652
H -4.620 2.945 -0.082
H -1.993 6.022 1.750
H 0.875 3.454 5.983
H -0.523 5.341 1.194
H -3.819 0.497 -3.461
H -3.279 2.239 -5.199
H -2.566 -1.704 0.577
H 4.289 -5.120 1.858
H 5.161 -2.177 -1.428
H -1.968 -2.428 -2.835
H 4.199 5.686 2.075
H -0.459 0.687 -6.404
H 0.400 -5.318 -1.054
H -2.275 -4.372 -0.203
H -3.445 -6.131 0.845
H 2.624 -0.140 4.156
```

Its charge is -1. As for the HOMO-LUMO gap: 0.2575 Ha. The energy above the lowest of the compared OMol25 structures with the same formula, charge and spin is 10.8 kcal per mole.

***

What are the maximum force values for these records? In order: 4.79 2.46 5.64 6.75 0.51 3.86 8.68 1.12 6.60 1.57 3.03 3.41 eV Å⁻¹.